[1]
C3H6N2O6S | ωB97M-V/def2-TZVPD

As for the orbital gap: 9.6250 eV. The maximum force is 3.8 eV Å⁻¹. For the highest occupied orbital energy, the calculation gives -10.26 eV. As for the energy above the lowest of the compared OMol25 structures with the same formula, charge and spin: 1.893 eV.

Each line ends with the Löwdin charge.
Geometry (Å):
C1 -0.52746 -1.49040 2.09965  -0.070
C2 -0.88061 -1.00914 -1.53692  -0.068
C3 0.79520 1.21833 -0.39190  -0.203
N1 0.46919 1.83375 -1.56951  -0.354
N2 1.79842 1.33987 0.52767  -0.422
O1 -0.73833 1.59344 -1.84846  -0.046
O2 1.31104 2.44847 -2.22746  0.115
O3 2.68343 2.10036 0.35364  0.138
O4 1.63155 0.78540 1.60832  0.054
O5 -0.16039 -1.07752 0.78654  -0.379
O6 -1.74605 0.78536 0.48371  -0.251
S1 -0.64179 0.17983 -0.14016  0.941
H1 0.17139 -1.02758 2.83864  0.102
H2 -1.62957 -1.50490 2.37328  0.117
H3 -0.23887 -2.51863 1.92552  0.088
H4 0.21297 -1.05260 -1.54842  0.063
H5 -1.24741 -1.98559 -1.22546  0.081
H6 -1.26271 -0.61845 -2.50865  0.093

Cartesian forces (eV/Å) of the 3 atoms listed first:
C 0.01 -0.37 0.72
C 1.38 1.26 -0.36
C -2.73 -2.57 -0.44



[2]
C4H12N3O | ωB97M-V/def2-TZVPD

As for the orbital gap: 8.9708 eV. As for the total charge: +1. The maximum force is 3.6 eV Å⁻¹. Its SMILES is CC(C)(N=O)[C@H](N)[NH3+]. For the highest occupied orbital energy, the calculation gives -13.16 eV. As for the energy above the lowest of the compared OMol25 structures with the same formula, charge and spin: 4.489 eV.

Each line ends with the Löwdin charge.
Geometry (Å):
C1 -0.40605 -1.80850 -0.89198  -0.046
C2 -0.45033 -0.83322 1.48099  -0.013
C3 0.08450 0.75731 -0.51835  -0.333
C4 -0.60706 -0.54083 -0.07030  -0.462
N1 -2.27806 -0.36354 -0.17520  0.077
N2 1.49069 0.84797 -0.43524  0.063
N3 -0.31999 2.03090 0.29916  0.209
O1 -2.65327 0.63789 -0.74455  0.005
H1 -1.07762 -2.65403 -0.70990  0.093
H2 -0.86701 -1.54224 -1.94128  0.121
H3 0.67856 -2.08492 -0.98437  0.108
H4 0.53398 -1.17510 1.72141  0.079
H5 -1.12940 -1.67140 1.71237  0.102
H6 -0.78030 0.09389 1.91461  0.061
H7 -0.30518 0.90112 -1.62671  0.194
H8 2.02972 1.18202 -1.24981  0.119
H9 2.07663 0.18991 0.12052  0.126
H10 0.38699 2.34850 1.00858  0.185
H11 -1.27775 1.98998 0.75079  0.168
H12 -0.31688 2.75055 -0.40055  0.145

Cartesian forces (eV/Å) of the 3 atoms listed first:
C -0.23 1.35 -3.30
C -1.21 -0.13 -2.42
C 0.19 -0.62 -2.10



[3]
C14H20N4 | ωB97M-V/def2-TZVPD

As for the orbital gap: 9.4972 eV. The maximum force is 0.9 eV Å⁻¹. Its SMILES is Cc1cc(C)n(C/C=C/Cn2nc(C)cc2C)n1. For the highest occupied orbital energy, the calculation gives -8.66 eV.

Each line ends with the Löwdin charge.
Geometry (Å):
C1 2.58117 -2.70225 -3.02529  -0.045
C2 1.45495 -2.86979 -2.06849  -0.361
N1 0.37321 -2.11412 -2.12619  0.121
N2 -0.43024 -2.52388 -1.14362  -0.127
C3 0.11616 -3.54286 -0.43803  -0.280
C4 1.34214 -3.79483 -1.01517  0.005
H1 2.05481 -4.53986 -0.72391  0.102
C5 -0.56006 -4.20449 0.70823  -0.024
H2 -0.05122 -5.13651 0.94013  0.080
H3 -1.60206 -4.42328 0.47543  0.078
H4 -0.53417 -3.57265 1.59653  0.075
C6 -1.69187 -1.85882 -0.94077  -0.129
C7 -1.64405 -0.92194 0.23187  -0.075
C8 -1.71035 0.39318 0.12455  -0.093
C9 -1.67079 1.33524 1.28744  -0.130
N3 -0.66263 2.34275 1.07526  -0.123
C10 -0.54167 3.53462 1.70794  -0.282
C11 0.59179 4.12720 1.19521  0.007
C12 1.09726 3.21117 0.25446  -0.354
N4 0.32571 2.14060 0.20213  0.123
C13 2.30744 3.34183 -0.59963  -0.042
H5 2.41269 2.44975 -1.21017  0.074
H6 2.22366 4.21339 -1.24782  0.074
H7 3.19711 3.46225 0.01736  0.074
H8 0.99999 5.08199 1.45820  0.102
C14 -1.50723 4.00056 2.73634  -0.028
H9 -2.50627 4.11128 2.31216  0.080
H10 -1.18910 4.96391 3.12491  0.080
H11 -1.56666 3.29201 3.56304  0.081
H12 -2.64307 1.83408 1.39205  0.127
H13 -1.46439 0.78714 2.21601  0.131
H14 -1.79105 0.86411 -0.84391  0.115
H15 -1.53587 -1.38714 1.20250  0.101
H16 -2.47492 -2.61133 -0.78792  0.121
H17 -1.89505 -1.30242 -1.85748  0.123
H18 3.49762 -2.45398 -2.49142  0.074
H19 2.34655 -1.90259 -3.72163  0.072
H20 2.75044 -3.62433 -3.58029  0.074

Cartesian forces (eV/Å) of the 3 atoms listed first:
C -0.07 0.03 0.02
C -0.21 -0.05 0.21
N 0.23 0.51 -0.66



[4]
C5H12N2 | ωB97M-V/def2-TZVPD

As for the orbital gap: 8.1291 eV. The maximum force is 6.4 eV Å⁻¹. Its SMILES is C[C@@]1(N)C[C@@]1(C)N. For the highest occupied orbital energy, the calculation gives -7.13 eV. As for the energy above the lowest of the compared OMol25 structures with the same formula, charge and spin: 3.408 eV.

Each line ends with the Löwdin charge.
Geometry (Å):
C1 -0.78772 -0.67010 -1.12910  0.016
C2 -0.28516 -0.37468 1.98791  -0.042
C3 0.95612 0.97208 -1.33324  -0.034
C4 -0.26353 0.48937 -0.36804  -0.612
C5 0.05482 -0.60684 0.53630  -0.360
N1 -1.14759 1.56384 -0.05384  0.098
N2 1.23479 -1.39854 0.42505  0.066
H1 -1.56139 1.97910 -0.88025  0.094
H2 -1.41247 1.61621 0.91877  0.067
H3 1.41145 -1.75602 -0.50781  0.073
H4 1.21973 -2.22266 1.01492  0.082
H5 -1.83433 -0.63827 -1.39491  0.059
H6 -0.22278 -1.29429 -1.80239  0.062
H7 0.36106 0.40957 2.40472  0.097
H8 -1.32823 -0.10080 2.14064  0.076
H9 -0.11013 -1.27532 2.57682  0.072
H10 1.60525 0.16829 -1.66507  0.051
H11 1.51932 1.63034 -0.66518  0.067
H12 0.59079 1.50872 -2.20531  0.067

Cartesian forces (eV/Å) of the 3 atoms listed first:
C -2.11 -1.00 2.49
C -0.71 -0.72 0.14
C -0.35 0.76 2.59



[5]
C10H19BrN4O6PS | ωB97M-V/def2-TZVPD

As for the orbital gap: 9.7018 eV. As for the total charge: +1. The maximum force is 0.3 eV Å⁻¹. For the highest occupied orbital energy, the calculation gives -12.96 eV.

Each line ends with the Löwdin charge.
Geometry (Å):
N1 1.08210 0.38760 4.94431  0.208
C1 0.01019 0.23156 4.16434  -0.379
N2 -1.13007 0.91412 4.23546  0.166
C2 -1.89717 0.45887 3.24460  -0.444
P1 -3.69113 1.01184 3.05823  0.569
O1 -3.79922 1.78437 4.45653  -0.358
Br1 -3.21214 2.61419 1.60653  0.380
N3 -1.27862 -0.50758 2.56676  -0.051
C3 -1.68023 -1.35011 1.43096  -0.097
C4 -0.72055 -1.26813 0.24403  -0.157
C5 -0.49772 0.15141 -0.29240  -0.200
C6 0.84187 0.73033 0.17250  -0.217
S1 0.91079 2.50539 0.02876  0.587
O2 1.20395 3.07929 1.31122  -0.293
O3 -0.21367 2.96723 -0.72044  -0.275
O4 2.21880 2.65078 -0.86972  -0.148
N4 -0.05454 -0.64975 3.14934  0.183
H1 1.16462 1.25489 5.44847  0.130
H2 1.71287 -0.36069 5.16901  0.125
H3 -3.02690 2.30237 4.73268  0.062
H4 -2.68412 -1.01221 1.17034  0.123
H5 -1.75898 -2.37493 1.79987  0.137
H6 -1.12394 -1.90878 -0.54050  0.124
H7 0.23687 -1.72494 0.51809  0.114
H8 -0.50561 0.11947 -1.37956  0.110
H9 -1.31203 0.81063 0.00060  0.069
H10 1.03147 0.53858 1.22784  0.083
H11 1.63949 0.29785 -0.42803  0.082
H12 2.71055 3.43945 -0.59212  0.106
H13 0.62576 -1.31953 2.82408  0.188
O5 2.06743 -1.20590 -1.95455  0.104
C7 1.55551 -1.30450 -3.03692  -0.471
O6 0.24991 -1.62427 -3.17146  0.005
C8 -0.09039 -1.76851 -4.57131  -0.132
C9 0.97077 -0.96780 -5.31749  -0.139
C10 2.18198 -1.12420 -4.40033  -0.064
H14 -0.05837 -2.83162 -4.81385  0.129
H15 -1.10399 -1.40121 -4.70479  0.127
H16 1.12882 -1.32681 -6.33111  0.121
H17 0.67635 0.08077 -5.36872  0.122
H18 2.75968 -2.02452 -4.62043  0.138
H19 2.85962 -0.27499 -4.39080  0.131

Cartesian forces (eV/Å) of the 3 atoms listed first:
N -0.01 0.26 0.06
C 0.03 -0.22 -0.12
N 0.00 0.35 0.00



[6]
C6H4N2 | ωB97M-V/def2-TZVPD

As for the orbital gap: 8.8149 eV. The maximum force is 1.4 eV Å⁻¹. Its SMILES is N#C/C=C1/C=CC=N1. For the highest occupied orbital energy, the calculation gives -10.11 eV. As for the energy above the lowest of the compared OMol25 structures with the same formula, charge and spin: 0.835 eV.

Each line ends with the Löwdin charge.
Geometry (Å):
C1 -2.48329 0.64080 -0.85716  -0.211
C2 -1.61689 0.26332 0.21730  0.000
C3 -0.30238 0.01690 0.08141  -0.319
C4 0.64494 -0.28119 1.14464  -0.033
C5 1.80919 -0.45770 0.52143  -0.041
C6 1.57078 -0.14589 -0.91399  -0.111
H1 -2.11803 0.25388 1.17882  0.118
H2 0.35178 -0.41792 2.19606  0.124
H3 2.76182 -0.75636 0.93372  0.099
H4 2.30623 -0.17463 -1.69277  0.106
N1 -3.26278 0.96749 -1.63712  0.159
N2 0.33864 0.09132 -1.17233  0.108

Cartesian forces (eV/Å) of the 3 atoms listed first:
C 0.02 -0.07 -0.12
C 0.09 0.14 0.03
C -1.25 0.64 -0.18